{"formula": "C33H42IN5O6SiV", "method": "ωB97M-V/def2-TZVPD", "species": ["V", "C", "O", "C", "O", "N", "N", "H", "H", "H", "H", "H", "H", "C", "C", "C", "C", "C", "C", "N", "N", "Si", "C", "C", "C", "H", "H", "H", "H", "H", "H", "H", "H", "H", "H", "H", "H", "H", "H", "H", "O", "C", "C", "O", "O", "C", "C", "C", "C", "C", "C", "C", "C", "C", "C", "C", "C", "H", "H", "H", "H", "H", "H", "H", "H", "H", "H", "H", "I", "C", "C", "C", "C", "C", "N", "H", "H", "H", "H", "C", "C", "C", "O", "H", "H", "H", "H", "H", "H"], "coordinates": [[-0.999967, -1.066016, 0.540163], [1.098133, -2.436416, 3.843063], [1.196833, -1.015716, 3.877663], [0.219533, -0.331216, 3.261463], [-0.770367, -0.848516, 2.753863], [0.411733, 0.989984, 3.362463], [-0.529767, 1.955384, 2.969563], [1.997933, -2.798616, 4.333163], [1.046133, -2.794716, 2.810863], [0.214133, -2.770916, 4.393063], [1.218133, 1.348684, 3.855863], [-1.438767, 1.498084, 2.908463], [-0.306367, 2.309484, 2.028863], [-3.899667, -0.346416, 2.062463], [-3.495867, 0.704884, 1.061963], [-4.470367, 1.600684, 0.668363], [-4.133467, 2.599084, -0.246737], [-2.820167, 2.762984, -0.572437], [-1.826667, 1.917784, -0.007837], [-2.216067, 0.777184, 0.650063], [-0.535467, 2.236684, -0.036537], [0.235133, 3.739484, -0.371237], [0.938133, 3.849984, -2.144637], [1.685633, 3.872784, 0.876963], [-0.807067, 5.324984, -0.095637], [-4.405067, 0.140484, 2.898063], [-3.038667, -0.887716, 2.446963], [-4.608567, -1.047716, 1.619663], [-5.476267, 1.507184, 1.046063], [-4.891867, 3.243984, -0.665037], [-2.492267, 3.544284, -1.236337], [1.652733, 3.061784, -2.356037], [1.447233, 4.797284, -2.288337], [0.158333, 3.782384, -2.896137], [2.061833, 2.911284, 1.211163], [1.402433, 4.437784, 1.760563], [2.517733, 4.397684, 0.417663], [-1.301067, 5.659384, -1.003237], [-0.162867, 6.137084, 0.229363], [-1.574067, 5.183984, 0.662063], [0.640233, 0.095684, 0.472463], [1.725533, -0.470316, -0.219637], [1.583033, -2.027016, 0.034663], [2.437333, -2.793816, -0.379037], [0.550733, -2.352316, 0.684563], [1.728433, -0.228416, -1.718637], [0.739033, 0.504084, -2.364937], [0.822433, 0.743984, -3.728037], [1.902533, 0.281984, -4.459437], [2.886433, -0.458716, -3.822737], [2.797433, -0.720416, -2.467037], [3.038633, 0.066284, 0.344663], [3.760933, -0.607616, 1.317863], [4.956933, -0.087516, 1.787363], [5.438033, 1.114584, 1.298863], [4.705233, 1.809284, 0.351963], [3.513033, 1.290684, -0.119237], [0.322033, 1.069784, 0.163863], [-0.111167, 0.891484, -1.824237], [0.033733, 1.303484, -4.211737], [1.975333, 0.499584, -5.515437], [3.738433, -0.816216, -4.383737], [3.552433, -1.315916, -1.976437], [3.408433, -1.555416, 1.694263], [5.520233, -0.633916, 2.530063], [6.379433, 1.512084, 1.650963], [5.064633, 2.755684, -0.026137], [2.947733, 1.834984, -0.860237], [-3.767967, -1.112116, -1.770537], [-3.333467, -2.639216, -0.375237], [-4.074367, -3.798616, -0.490137], [-3.875867, -4.818716, 0.428163], [-2.937567, -4.601816, 1.439163], [-2.249767, -3.411116, 1.475163], [-2.406167, -2.420116, 0.570263], [-4.803467, -3.891216, -1.279437], [-4.446167, -5.731416, 0.372163], [-2.751767, -5.359916, 2.183763], [-1.516267, -3.206416, 2.245063], [-0.422567, -3.947616, -1.452437], [-0.505567, -2.551116, -1.997937], [-0.153767, -2.441216, -3.454837], [-0.826367, -1.549516, -1.355237], [-1.075967, -4.612716, -2.019537], [-0.661367, -3.995816, -0.391937], [0.601633, -4.298916, -1.575237], [-0.693567, -3.182416, -4.038137], [0.911933, -2.639116, -3.567937], [-0.369767, -1.445716, -3.829737]], "forces_ev_per_angstrom": [[0.83, 1.76, 1.79], [-0.15, -0.38, -0.16], [-0.16, 0.45, -0.23], [0.59, 0.65, 0.57], [-0.43, -0.44, -0.31], [0.19, 0.05, 0.03], [-0.10, 0.13, 0.03], [-0.03, 0.00, -0.01], [0.04, 0.06, 0.17], [0.08, 0.05, 0.00], [-0.21, -0.26, -0.04], [0.27, 0.05, 0.02], [-0.07, -0.53, 0.28], [0.13, -0.13, -0.03], [-0.59, 0.33, 0.21], [0.05, 0.02, -0.03], [0.06, -0.15, 0.13], [-0.02, -0.09, -0.20], [-0.06, 0.44, 0.04], [-0.11, 0.11, -0.08], [0.20, 0.02, -0.21], [0.57, 0.77, -0.02], [-0.18, -0.11, 0.69], [-0.52, -0.08, -0.44], [0.14, -0.65, -0.15], [0.00, 0.00, -0.02], [-0.15, 0.07, 0.05], [0.00, -0.09, 0.03], [-0.08, -0.08, 0.03], [-0.07, 0.12, -0.01], [-0.01, 0.14, -0.10], [0.13, -0.16, 0.00], [0.09, 0.29, 0.04], [-0.25, -0.04, -0.13], [0.00, -0.20, 0.01], [-0.19, 0.12, 0.14], [0.21, 0.14, -0.11], [-0.13, 0.00, -0.20], [0.21, 0.07, 0.08], [-0.08, -0.04, 0.16], [0.57, 0.78, -0.47], [0.51, -0.84, 0.06], [1.09, 0.55, -0.24], [0.22, -0.12, -0.20], [-0.59, -0.73, 0.78], [-0.20, 0.23, -0.25], [0.13, -0.06, -0.02], [0.10, 0.10, -0.05], [-0.13, 0.08, -0.06], [0.09, 0.00, -0.02], [-0.03, 0.00, -0.05], [-0.07, 0.06, 0.05], [-0.01, 0.03, -0.02], [0.03, -0.05, 0.10], [0.06, 0.04, 0.04], [-0.02, 0.10, -0.05], [0.08, -0.20, 0.10], [-0.20, 0.24, 0.28], [0.09, -0.04, 0.00], [-0.03, 0.09, -0.06], [0.02, -0.02, -0.08], [0.04, -0.08, -0.02], [0.08, 0.02, 0.05], [-0.03, -0.13, 0.01], [0.04, -0.04, 0.06], [0.05, 0.00, 0.05], [0.02, 0.08, -0.02], [-0.02, 0.05, -0.14], [-0.28, -0.28, 0.04], [-0.07, 0.59, -0.31], [-0.11, -0.42, 0.19], [0.34, 0.50, 0.15], [-0.34, -0.18, -0.24], [0.11, -0.04, 0.27], [-1.85, -1.90, -0.10], [-0.02, 0.01, -0.05], [-0.03, -0.13, -0.02], [0.07, 0.02, 0.10], [0.03, -0.03, -0.01], [-0.22, 0.11, 0.53], [-0.03, -0.22, -0.47], [-0.26, 0.37, 0.19], [0.35, -0.78, -1.75], [-0.03, 0.08, -0.14], [0.07, -0.03, -0.24], [0.11, 0.02, -0.03], [-0.07, -0.18, 0.01], [0.10, -0.01, 0.03], [0.02, -0.06, 0.00]], "mulliken_charge": [0.519, -0.497, -0.514, 0.675, -0.655, 0.071, -0.767, 0.290, 0.047, 0.323, 0.285, 0.447, 0.010, -1.418, 0.795, -1.100, -0.958, -1.394, 0.768, 1.065, -0.391, 0.644, -1.232, -1.226, -1.464, 0.597, -0.127, 0.304, 0.511, 0.439, 0.592, 0.334, 0.444, 0.350, 0.156, 0.425, 0.431, 0.370, 0.436, 0.406, 1.182, 3.476, -1.132, -0.781, -0.486, -0.523, -0.488, -0.634, -0.691, -1.131, -0.070, 0.166, -0.311, -1.064, -0.691, -0.951, -0.532, -0.797, 0.322, 0.490, 0.441, 0.428, 0.478, 0.494, 0.456, 0.408, 0.457, 0.759, 0.111, 0.001, -0.775, -0.612, -0.757, -0.353, 1.555, 0.499, 0.442, 0.494, 0.141, -1.193, 1.130, -1.631, -0.268, 0.443, -0.014, 0.392, 0.577, 0.319, 0.233], "s2": 3.7657, "relative_energy_kj_mol": 112.3, "energy_ev": -96308.322, "homo_lumo_gap_ha": [0.24832, 0.26298], "spin_multiplicity": 4}